Entry 1:
Here is a 2-piece molecular cluster, C5H8O overall at a distorted geometry from the OMol25 dataset. Energies are from the ωB97M-V functional and the def2-TZVPD basis.

Values from the calculation:
* HOMO-LUMO gap: 9.381 eV
* highest occupied orbital energy: -8.455 eV
* energy above the lowest of the compared OMol25 structures with the same formula, charge and spin: 384.4 kJ/mol
* E_LUMO: 0.9 eV

ORCA input file:
```
! RIJCOSX wB97M-V def2-TZVPD def2/J DEFGRID3
* xyz 0 1
C -0.8450 -0.7567 -0.9308
C -0.0402 -1.0723 0.3111
O 1.3272 -0.7361 -0.0104
C 1.4038 0.6256 0.0698
C 0.4234 1.0780 1.0462
C -0.5059 0.1170 1.1099
H -0.3127 0.4029 -1.3004
H -0.5723 -1.3012 -1.8228
H -1.9288 -0.8111 -0.7216
H -0.0118 -2.0661 0.8016
H 2.4086 1.0094 -0.0638
H 0.6456 1.1024 -1.1701
H 0.3550 2.1075 1.3666
H -1.5262 0.1946 1.4664
*
```

---

Entry 2:
Here is one molecule with the formula C5H8O from the OMol25 dataset. Energies are from the ωB97M-V functional and the def2-TZVPD basis.

Values from the calculation:
* HOMO-LUMO gap: 8.534 eV
* highest occupied orbital energy: -8.776 eV
* energy above the lowest of the compared OMol25 structures with the same formula, charge and spin: 507.9 kJ/mol
* E_LUMO: -0.2 eV

ORCA input file:
```
! RIJCOSX wB97M-V def2-TZVPD def2/J DEFGRID3
* xyz 0 1
C 0.0748 -0.4606 1.6299
C 1.0395 0.0860 0.6120
C -1.4641 -0.8340 -1.2243
C -0.8849 0.5174 -1.0448
C 0.5905 0.5885 -0.6893
O 1.2633 -0.6625 -0.5808
H -0.8620 -0.7892 1.1646
H 0.4982 -1.3148 2.1655
H -0.1634 0.3165 2.3649
H 1.9549 0.5123 1.0249
H -0.6985 -1.3977 -1.8039
H -1.4749 1.1593 -0.3771
H -1.0505 0.9076 -2.0744
H 1.1771 1.3710 -1.1672
*
```

---

Entry 3:
Here is a 2-piece molecular cluster, C5H8O overall from the OMol25 dataset. Energies are from the ωB97M-V functional and the def2-TZVPD basis.

Values from the calculation:
* HOMO-LUMO gap: 9.071 eV
* highest occupied orbital energy: -8.128 eV
* energy above the lowest of the compared OMol25 structures with the same formula, charge and spin: 361.5 kJ/mol
* E_LUMO: 0.9 eV
* SMILES: CC=C=C=CO.[H][H]

ORCA input file:
```
! RIJCOSX wB97M-V def2-TZVPD def2/J DEFGRID3
* xyz 0 1
C -2.2973 0.5804 -0.3794
C -1.1571 0.2250 -1.2947
C 0.0911 0.0602 -0.9132
C 1.3018 -0.0981 -0.5506
C 2.5618 -0.2623 -0.1999
O 3.0667 -0.1519 1.0565
H -2.6379 1.6072 -0.5626
H -3.1540 -0.0805 -0.5529
H -2.0055 0.5000 0.6713
H -0.2835 -0.9972 2.4444
H -1.3841 0.1094 -2.3541
H 3.3401 -0.5103 -0.9157
H 0.2120 -1.0674 1.8939
H 2.3459 0.0856 1.6570
*
```

---

Entry 4:
Here is one molecule with the formula C5H8O from the OMol25 dataset. Energies are from the ωB97M-V functional and the def2-TZVPD basis.

Values from the calculation:
* HOMO-LUMO gap: 9.782 eV
* highest occupied orbital energy: -8.655 eV
* energy above the lowest of the compared OMol25 structures with the same formula, charge and spin: 135.9 kJ/mol
* E_LUMO: 1.1 eV
* SMILES: C1=COCCC1

ORCA input file:
```
! RIJCOSX wB97M-V def2-TZVPD def2/J DEFGRID3
* xyz 0 1
C -0.8677 -0.9020 0.2171
C -0.4479 -0.0308 1.3471
C 0.2468 -0.8099 -0.9128
C 0.8758 0.6105 -0.9249
O 0.0156 1.5879 -0.2674
C -0.1649 1.2323 1.0422
H -1.7967 -0.4924 -0.2087
H -1.1699 -1.8824 0.6214
H -0.3088 -0.4375 2.3379
H -0.2361 -0.9883 -1.8748
H 1.0458 -1.5541 -0.7839
H 1.0205 1.0063 -1.9345
H 1.8608 0.6267 -0.4263
H -0.0734 2.0337 1.7675
*
```

---

Entry 5:
Here is one molecule with the formula C5H8O from the OMol25 dataset. Energies are from the ωB97M-V functional and the def2-TZVPD basis.

Values from the calculation:
* HOMO-LUMO gap: 9.784 eV
* highest occupied orbital energy: -8.657 eV
* energy above the lowest of the compared OMol25 structures with the same formula, charge and spin: 135.8 kJ/mol
* E_LUMO: 1.1 eV
* SMILES: C1=COCCC1

ORCA input file:
```
! RIJCOSX wB97M-V def2-TZVPD def2/J DEFGRID3
* xyz 0 1
C -0.2142 -0.4276 -1.1768
C -0.8246 0.8652 -0.7667
C 0.1782 -1.2238 0.1420
C 0.6000 -0.2289 1.2580
O 0.9682 1.0722 0.7112
C -0.1067 1.6176 0.0621
H 0.7205 -0.2125 -1.7173
H -0.8599 -0.8970 -1.9374
H -1.8280 1.1250 -1.0701
H 1.0272 -1.8669 -0.0949
H -0.6399 -1.8557 0.5163
H 1.4857 -0.5556 1.8110
H -0.2057 -0.0771 1.9975
H -0.3009 2.6652 0.2652
*
```

---

Entry 6:
Here is one molecule with the formula C5H8O from the OMol25 dataset. Energies are from the ωB97M-V functional and the def2-TZVPD basis.

Values from the calculation:
* HOMO-LUMO gap: 10.446 eV
* highest occupied orbital energy: -9.533 eV
* energy above the lowest of the compared OMol25 structures with the same formula, charge and spin: 224.9 kJ/mol
* E_LUMO: 0.9 eV
* SMILES: CC#CCCO

ORCA input file:
```
! RIJCOSX wB97M-V def2-TZVPD def2/J DEFGRID3
* xyz 0 1
C 2.8599 0.4304 -0.4817
C 1.4538 0.3517 -0.1013
C 0.2838 0.0730 -0.0192
C -0.9942 -0.5284 -0.4177
C -2.1938 -0.3380 0.5212
O -2.1187 0.8376 1.2875
H 3.4733 1.0918 0.1322
H 3.2759 -0.5817 -0.4375
H 2.9093 0.7681 -1.5227
H -1.2036 -0.1311 -1.4161
H -0.7843 -1.5976 -0.5336
H -3.1030 -0.2648 -0.0853
H -2.2965 -1.2310 1.1567
H -1.1862 0.9793 1.5077
*
```